(1)
This record from OMol25 describes a molecular structure, C5H11N. The level of theory is ωB97M-V with the def2-TZVPD basis set.

```
17
Properties=species:S:1:pos:R:3:forces:R:3
C 1.654 -0.197 1.417 -0.028 -0.015 0.048
C 0.932 -0.472 0.119 0.107 -0.007 -0.025
C -0.313 -1.250 0.060 0.277 -0.467 -0.155
C -1.655 0.063 0.543 -0.442 0.376 0.151
N -0.155 0.417 -0.240 0.021 0.163 -0.016
C -0.233 0.843 -1.627 -0.078 -0.014 -0.077
H 0.939 -0.120 2.241 0.083 -0.009 -0.121
H 2.231 0.733 1.361 -0.071 -0.125 0.000
H 2.340 -1.021 1.642 -0.101 0.107 -0.033
H 1.596 -0.587 -0.741 -0.118 0.024 0.090
H -0.480 -1.658 -0.948 0.014 0.071 0.116
H -2.083 1.017 0.184 0.041 -0.088 0.049
H -2.420 -0.698 0.340 0.258 0.082 -0.023
H -1.498 0.136 1.616 0.033 -0.032 -0.185
H 0.446 1.689 -1.784 -0.110 -0.138 0.044
H -1.254 1.178 -1.838 0.138 -0.034 0.009
H 0.022 0.039 -2.334 -0.023 0.103 0.126
```
Forces are in eV/Å.

- lowest unoccupied orbital energy (eV) = 1.036
- Kohn-Sham gap (Eh) = 0.308
- energy relative to the best compared isomer or geometry (same formula, charge and spin) (eV) = 5.6598
- electronic energy (eV) = -6847.8687
- HOMO (Eh) = -0.26959
- multiplicity = 1



(2)
This record from OMol25 describes a single C5H11N molecule at a distorted geometry. The level of theory is ωB97M-V with the def2-TZVPD basis set.

```
17
Properties=species:S:1:pos:R:3:forces:R:3
C -1.587 -1.183 -0.005 1.915 -1.855 -0.261
C -1.220 1.347 -0.025 -0.298 -0.675 -2.889
C 0.536 -0.124 0.546 0.353 -0.077 -3.185
C 1.608 0.745 -0.096 0.142 -0.971 1.244
C 1.754 -0.773 -0.233 -1.186 -0.568 1.415
H -0.892 -2.096 -0.336 -2.059 1.517 -0.045
H -1.713 -1.468 1.042 -0.514 0.503 0.445
H -2.548 -1.034 -0.506 0.281 -0.539 -0.087
H -2.021 1.590 -0.780 0.635 -0.395 0.549
H -0.377 2.042 -0.262 -0.867 -0.608 0.466
H -1.655 1.562 0.912 -0.233 0.099 1.524
H 0.435 -0.106 1.612 0.163 -0.245 0.610
H 2.183 1.304 0.694 -0.174 -0.592 -1.439
H 1.292 1.223 -1.019 0.313 0.275 0.361
H 1.343 -1.264 -1.153 0.817 0.779 0.765
H 2.509 -1.395 0.340 -0.953 1.098 -0.768
N -0.729 -0.061 -0.238 1.665 2.255 1.294
```
Forces are in eV/Å.

- lowest unoccupied orbital energy (eV) = 1.191
- Kohn-Sham gap (Eh) = 0.356
- energy relative to the best compared isomer or geometry (same formula, charge and spin) (eV) = 2.3648
- electronic energy (eV) = -6851.1638
- HOMO (Eh) = -0.31249
- multiplicity = 1
- SMILES string = CN(C)C1CC1



(3)
This record from OMol25 describes a single C5H11N molecule at a distorted geometry. The level of theory is ωB97M-V with the def2-TZVPD basis set.

```
17
Properties=species:S:1:pos:R:3:forces:R:3
C -1.075 -1.846 1.148 2.524 2.138 -3.656
N 0.251 -1.202 0.559 1.353 -4.665 3.304
C 0.318 0.131 0.313 1.327 0.796 -1.261
C -0.682 0.698 -0.305 -2.534 1.782 -1.548
C -0.600 1.562 -1.564 0.876 -2.423 -0.784
C 1.717 0.704 0.392 -1.115 -2.295 0.853
H -1.633 -1.797 0.135 -0.345 -0.519 2.488
H -1.391 -1.279 2.018 -0.544 0.393 -0.410
H -0.803 -2.806 1.496 0.035 -1.206 -0.125
H 1.188 -1.806 0.631 -2.993 2.275 0.424
H -1.637 0.248 -0.273 -0.805 -0.972 0.208
H -0.409 2.566 -1.334 0.620 1.596 -0.339
H -1.472 1.473 -2.276 0.545 0.126 1.330
H 0.222 0.989 -2.141 -0.788 1.735 0.453
H 1.977 1.561 -0.134 -0.280 1.711 -1.161
H 1.842 0.945 1.482 0.808 -0.939 -0.970
H 2.188 -0.141 -0.150 1.315 0.470 1.194
```
Forces are in eV/Å.

- lowest unoccupied orbital energy (eV) = 1.097
- Kohn-Sham gap (Eh) = 0.300
- energy relative to the best compared isomer or geometry (same formula, charge and spin) (eV) = 3.3968
- electronic energy (eV) = -6850.1318
- HOMO (Eh) = -0.25969
- multiplicity = 1
- SMILES string = C/C=C(\C)NC



(4)
This record from OMol25 describes a single C5H11N molecule at a distorted geometry. The level of theory is ωB97M-V with the def2-TZVPD basis set.

```
17
Properties=species:S:1:pos:R:3:forces:R:3
C 1.901 -0.414 -1.327 0.832 0.128 1.117
C 0.933 0.575 -0.700 0.856 1.094 0.930
C 0.335 0.112 0.650 -0.161 -0.609 -0.173
C -1.170 0.005 0.612 -0.027 -0.564 1.543
C -1.954 1.081 0.652 -0.355 1.105 -0.200
N -1.644 -1.285 0.809 -0.105 0.196 -0.637
H 2.747 -0.573 -0.645 -0.095 0.172 0.255
H 2.411 0.032 -2.183 -0.568 -0.576 -0.491
H 1.497 -1.424 -1.386 -0.228 0.115 -0.924
H 1.511 1.467 -0.440 0.138 0.106 -0.279
H 0.201 0.959 -1.400 -0.447 -0.362 -0.015
H 0.800 -0.852 0.862 -0.315 -0.381 -0.025
H 0.617 0.666 1.552 0.063 0.601 -0.545
H -1.557 2.070 0.866 0.376 -0.183 -0.558
H -3.034 1.108 0.564 0.006 -0.588 0.191
H -0.984 -2.030 0.904 -0.098 -0.161 -0.319
H -2.607 -1.499 0.611 0.130 -0.092 0.129
```
Forces are in eV/Å.

- lowest unoccupied orbital energy (eV) = 1.091
- Kohn-Sham gap (Eh) = 0.327
- energy relative to the best compared isomer or geometry (same formula, charge and spin) (eV) = 1.0483
- electronic energy (eV) = -6852.4802
- HOMO (Eh) = -0.28659
- multiplicity = 1
- SMILES string = C=C(N)CCC



(5)
This record from OMol25 describes a single C5H11N molecule at a distorted geometry. The level of theory is ωB97M-V with the def2-TZVPD basis set.

```
17
Properties=species:S:1:pos:R:3:forces:R:3
C -1.680 0.273 1.813 0.078 0.641 0.321
N -0.593 -0.403 1.172 -0.230 0.015 -0.525
C -0.017 -0.032 -0.049 1.051 0.395 0.533
C 1.158 -0.592 -0.385 -0.223 -0.445 -0.396
C 1.888 -0.465 -1.693 -0.282 0.554 0.305
C -0.541 1.158 -0.828 -0.048 -0.578 -0.091
H -1.350 1.005 2.556 0.224 -0.020 0.167
H -2.254 0.874 1.111 -0.300 -0.326 -0.083
H -2.325 -0.420 2.345 -0.184 -0.155 -0.169
H -0.410 -1.353 1.438 -0.021 0.083 0.090
H 1.629 -1.260 0.330 -0.153 -0.127 0.078
H 2.204 -1.430 -2.078 0.011 -0.158 -0.063
H 1.280 0.034 -2.445 0.021 -0.109 -0.122
H 2.777 0.149 -1.565 0.291 0.048 -0.077
H -0.483 0.907 -1.886 -0.008 0.188 -0.030
H 0.095 2.026 -0.645 -0.104 -0.006 -0.004
H -1.569 1.424 -0.621 -0.124 0.000 0.064
```
Forces are in eV/Å.

- lowest unoccupied orbital energy (eV) = 1.087
- Kohn-Sham gap (Eh) = 0.305
- energy relative to the best compared isomer or geometry (same formula, charge and spin) (eV) = 1.0054
- electronic energy (eV) = -6852.5231
- HOMO (Eh) = -0.26543
- multiplicity = 1
- SMILES string = C/C=C(\C)NC



(6)
This record from OMol25 describes a single C5H11N molecule at a distorted geometry. The level of theory is ωB97M-V with the def2-TZVPD basis set.

```
17
Properties=species:S:1:pos:R:3:forces:R:3
C -2.478 -1.129 0.223 -2.539 -1.682 -2.051
C -1.668 0.131 0.212 -1.305 -0.653 -2.427
C -0.515 0.233 -0.430 2.715 -1.006 -0.981
N 0.373 1.381 -0.377 -1.472 1.041 -1.203
C 1.789 0.920 -0.279 -0.762 -0.750 -0.442
C 2.087 -0.263 0.727 -0.699 1.167 -1.733
H -3.499 -1.068 0.666 1.054 0.459 0.598
H -1.940 -1.937 0.674 0.226 -0.478 0.489
H -2.925 -1.642 -0.782 1.756 1.548 1.408
H -2.261 1.017 0.174 -0.051 1.046 1.473
H -0.029 -0.655 -1.035 -1.036 1.203 1.616
H 0.218 2.033 -1.260 0.666 -1.855 2.432
H 1.975 0.703 -1.320 1.304 -0.598 -0.230
H 2.413 1.705 0.074 0.285 1.089 -0.092
H 3.169 -0.219 0.942 -0.613 -0.104 0.215
H 1.436 0.006 1.575 0.514 -0.803 0.060
H 1.854 -1.218 0.217 -0.043 0.375 0.868
```
Forces are in eV/Å.

- lowest unoccupied orbital energy (eV) = 1.166
- Kohn-Sham gap (Eh) = 0.355
- energy relative to the best compared isomer or geometry (same formula, charge and spin) (eV) = 2.6978
- electronic energy (eV) = -6850.8307
- HOMO (Eh) = -0.31214
- multiplicity = 1
- SMILES string = C/C=C/NCC



(7)
This record from OMol25 describes a single C5H11N molecule at a distorted geometry. The level of theory is ωB97M-V with the def2-TZVPD basis set.

```
17
Properties=species:S:1:pos:R:3:forces:R:3
N 0.375 0.274 -3.596 0.790 -2.701 2.918
C 0.136 -0.172 -2.162 2.617 -1.299 -3.842
C 0.016 0.770 -0.930 1.154 3.660 2.438
C 0.503 0.581 0.649 -2.065 -1.403 -7.102
C -0.046 -0.596 1.328 -5.055 0.064 0.576
C -0.609 -0.358 2.800 3.037 0.451 1.014
H -0.134 1.014 -3.863 -2.921 3.859 -1.025
H -0.578 -0.994 -2.112 -0.217 0.040 0.283
H 1.110 -0.570 -2.484 0.510 -1.439 2.862
H -0.998 1.007 -0.833 -1.823 0.300 -0.104
H 0.496 1.740 -1.292 -0.418 -1.172 0.646
H -0.893 -1.357 0.835 2.533 2.413 0.328
H 1.548 0.707 0.522 1.292 0.395 1.390
H 0.844 -1.017 1.546 2.492 -2.896 0.558
H -1.184 0.574 3.078 0.530 -1.151 -0.764
H 0.445 -0.325 3.300 -2.147 0.533 0.157
H -1.031 -1.279 3.215 -0.307 0.348 -0.332
```
Forces are in eV/Å.

- lowest unoccupied orbital energy (eV) = -2.680
- Kohn-Sham gap (Eh) = 0.153
- energy relative to the best compared isomer or geometry (same formula, charge and spin) (eV) = 9.8656
- electronic energy (eV) = -6843.6630
- HOMO (Eh) = -0.25161
- multiplicity = 1



energy relative to the best compared isomer or geometry (same formula, charge and spin) of number 6 (C5H11N)?
2.6978 eV